138
Properties=species:S:1:pos:R:3:lowdin_charge:R:1 method="wB97M-V/def2-TZVPD" molar_mass_da=5418.923 lumo_energy_ev=-0.493 energy_ha=-156456.50035 spin_multiplicity=1 homo_lumo_gap_ev=9.260
C -2.7012 -3.2856 -6.0848 -0.1583
Si -2.9132 -1.4149 -5.9034 0.4419
C -3.8888 -0.7731 -7.4070 -0.1661
C -1.1754 -0.6383 -6.0302 -0.1431
O -3.7738 -0.9347 -4.5255 -0.2255
C -3.0765 -1.1947 -3.3022 -0.2436
C -3.2817 -0.0751 -2.2592 -0.1026
C -2.1779 1.0432 -2.2523 -0.3932
C -2.3278 1.7489 -0.9073 -0.2037
N -2.5075 2.4181 -0.0532 0.1961
C -0.7185 0.4826 -2.2877 -0.0760
C -0.6270 -0.6034 -1.2280 -0.2194
N -0.4496 -1.3781 -0.4735 0.1856
C -2.5087 2.0268 -3.4209 -0.1359
C -1.3058 2.7803 -4.0519 -0.3206
C -0.4662 3.6877 -3.0911 -0.5400
I 1.5824 3.6667 -3.8812 0.8076
H -3.6742 -3.7900 -6.2141 0.0378
H -2.1182 -3.7513 -5.2720 0.0352
H -2.1297 -3.4481 -7.0214 0.0149
H -4.0842 0.3023 -7.2207 0.0297
H -4.8507 -1.3193 -7.3992 0.0387
H -3.3134 -0.9397 -8.3297 -0.0639
H -0.8866 -0.6185 -7.0933 0.0263
H -0.4143 -1.2195 -5.4721 0.0416
H -1.2527 0.3750 -5.5903 0.0086
H -3.5257 -2.1143 -2.8681 0.1332
H -2.0195 -1.4477 -3.5138 0.0963
H -3.3783 -0.4425 -1.2223 0.1237
H -4.2543 0.4012 -2.4940 0.1387
H -0.5402 0.0820 -3.2983 0.1080
H 0.0531 1.2215 -2.0290 0.1098
H -3.3204 2.7024 -3.0975 0.0994
H -2.9533 1.4048 -4.2249 0.1085
H -1.7413 3.4646 -4.8029 0.0381
H -0.6325 2.1213 -4.6281 0.0424
H -0.3872 3.3320 -2.0552 0.0279
H -0.8009 4.7344 -3.1034 0.0498
C -1.7962 -2.7213 -10.8062 -1.5951
Br -1.7054 -0.8325 -10.4253 0.5706
Br -0.3777 -3.6964 -9.9350 0.5504
Br -3.5335 -3.4532 -10.3885 0.5895
H -1.6515 -2.8361 -11.8732 -0.0688
C -4.3207 5.1888 -6.2277 -1.5876
Br -3.3838 6.7416 -5.5721 0.5497
Br -3.1194 3.9764 -7.1265 0.5905
Br -5.3244 4.3121 -4.8285 0.5991
H -5.0356 5.5289 -6.9653 -0.0264
C -1.6617 -0.0782 4.4884 -1.5996
Br -2.2325 1.6340 5.1722 0.5701
Br -0.2713 -0.8554 5.5860 0.5149
Br -3.1649 -1.2678 4.2297 0.5420
H -1.2264 0.0978 3.5121 -0.0255
C -1.4561 -4.9063 4.7915 -1.5982
Br -1.7461 -4.1485 6.5432 0.5425
Br -0.5950 -3.6530 3.5995 0.5270
Br -0.4862 -6.5741 4.8879 0.5451
H -2.4292 -5.1286 4.3736 -0.0258
C 3.8285 0.2471 6.5115 -1.6091
Br 3.6151 -1.2166 7.7549 0.5638
Br 5.1324 1.5304 7.1316 0.5172
Br 4.2315 -0.3754 4.7283 0.5237
H 2.8756 0.7607 6.4607 -0.0354
C 5.2172 -2.0704 1.2690 -1.6031
Br 6.5429 -0.7895 1.8454 0.5568
Br 3.4186 -1.4382 1.5896 0.5084
Br 5.4771 -2.5913 -0.5730 0.5596
H 5.3525 -2.9594 1.8710 -0.0282
C 2.0516 -8.7315 2.3686 -1.6163
Br 3.2104 -7.2048 2.5892 0.5694
Br 2.9091 -10.1457 1.3715 0.5882
Br 1.3691 -9.3628 4.0596 0.5463
H 1.2011 -8.4029 1.7858 -0.0258
C -3.0039 0.6750 -14.3215 -1.6134
Br -3.7822 1.1503 -12.6181 0.5514
Br -2.0112 2.1421 -15.0866 0.5767
Br -1.9319 -0.9303 -14.2125 0.5755
H -3.8231 0.4608 -14.9947 -0.0303
C 2.9106 0.9500 11.5832 -1.5963
Br 3.2163 2.2780 10.2174 0.5710
Br 1.1632 0.1480 11.4156 0.5463
Br 4.2859 -0.3961 11.6244 0.5245
H 2.9407 1.4594 12.5378 -0.0283
C 2.4807 -5.2511 -13.0742 -1.6275
Br 2.5655 -3.3610 -12.6855 0.5538
Br 3.9046 -6.2256 -12.2097 0.5722
Br 0.7481 -5.9909 -12.6504 0.5440
H 2.6213 -5.3623 -14.1411 -0.0313
C 0.5287 6.1525 -7.2389 -1.5971
Br -0.7818 7.5721 -7.3519 0.5067
Br 0.2883 4.8406 -8.6359 0.5505
Br 2.3360 6.8349 -7.2073 0.5492
H 0.3666 5.6452 -6.2948 -0.0710
C 6.4503 -11.1545 0.1786 -1.6539
Br 6.9107 -12.8011 1.0752 0.5657
Br 7.0064 -9.6093 1.1902 0.5539
Br 7.1269 -11.1088 -1.6292 0.5664
H 5.3710 -11.1192 0.1142 -0.0905
C 0.8283 11.2765 -8.9162 -1.6258
Br -1.0398 11.7195 -8.7042 0.5588
Br 1.6014 10.6387 -7.2681 0.5389
Br 1.1112 10.0320 -10.3650 0.5609
H 1.3441 12.1908 -9.1771 -0.0324
C -2.5226 -1.4651 12.2824 -1.6378
Br -4.3362 -1.0913 12.8153 0.5635
Br -1.7592 -2.9069 13.3188 0.5791
Br -2.3559 -1.7845 10.3833 0.5699
H -1.9438 -0.5768 12.5022 -0.0944
C 3.9826 6.4243 -0.5761 -1.5758
Br 2.0898 6.6050 -0.2258 0.5772
Br 4.7559 4.9389 0.3930 0.5677
Br 4.3753 6.3252 -2.4610 0.5268
H 4.4608 7.3223 -0.2087 -0.0283
C 1.9661 -2.6130 14.2497 -1.6276
Br 1.6954 -4.0104 15.5546 0.5632
Br 3.2975 -1.3356 14.8432 0.5473
Br 2.3615 -3.3437 12.5085 0.5403
H 1.0288 -2.0755 14.1630 -0.0902
C -6.4871 0.2920 16.6537 -1.6217
Br -6.2406 1.6146 15.2681 0.5611
Br -8.2391 -0.5133 16.5742 0.5773
Br -5.0873 -1.0372 16.6247 0.5673
H -6.4168 0.8079 17.6021 -0.0291
C -1.6146 0.7728 16.7035 -1.6257
Br -1.1795 -0.8758 17.6076 0.5602
Br -1.0644 2.3184 17.7197 0.5811
Br -0.9034 0.8071 14.9086 0.5763
H -2.6937 0.8139 16.6183 -0.0774
C 2.7318 4.1687 3.2652 -1.6324
Br 1.0469 4.8609 3.8888 0.5731
Br 3.8593 3.6305 4.7391 0.5628
Br 2.5008 2.7440 1.9738 0.5077
H 3.2381 4.9793 2.7552 -0.0924
C 5.1150 1.7810 -2.6025 -1.6076
Br 6.2292 3.3201 -2.3046 0.5364
Br 5.9976 0.3820 -3.6009 0.5772
Br 4.4337 1.1568 -0.9158 0.5185
H 4.2721 2.1106 -3.1968 -0.0902

=====

92
Properties=species:S:1:pos:R:3:lowdin_charge:R:1 method="wB97M-V/def2-TZVPD" molar_mass_da=1199.483 charge=+1 lumo_energy_ev=-3.162 e_above_lowest_ev=0.097 energy_ha=-6624.50930 spin_multiplicity=1 homo_lumo_gap_ev=6.602
Ir 0.1969 -0.2130 0.7071 0.5057
C -1.0206 2.1808 5.1920 -0.0037
N -1.0925 0.7631 4.8635 -0.1069
C -1.5093 -0.2234 5.7374 -0.0082
C -1.4093 -1.3925 5.0961 -0.0032
N -0.9351 -1.1306 3.8041 0.0452
C -0.7469 0.2155 3.6847 -0.5929
S -0.2184 1.1914 2.3874 0.6075
C -0.5259 -2.2032 2.9507 -0.2679
C -1.0343 -3.4668 3.1727 0.0159
C -0.4481 -4.5385 2.5129 -0.0070
C 0.6255 -4.3177 1.6742 -0.0256
C 0.9998 -3.0079 1.4397 -0.1052
N 0.4233 -1.9635 2.0462 -0.0063
H -0.6633 2.2824 6.2138 0.1052
H -2.0013 2.6438 5.0960 0.1066
H -0.3197 2.6705 4.5212 0.0647
H -1.8254 0.0019 6.7400 0.1391
H -1.5913 -2.3890 5.4465 0.1243
H -1.8617 -3.6241 3.8468 0.1176
H -0.8292 -5.5383 2.6719 0.1262
H 1.1281 -5.1231 1.1593 0.1167
H 1.7918 -2.7627 0.7431 0.1115
Cl 2.5979 0.2405 3.5028 0.6735
C 3.1565 0.0991 1.8606 -0.6722
C 2.2623 -0.0301 0.7900 -0.4045
C 2.8702 -0.3195 -0.4268 -0.7124
Cl 1.7917 -0.7113 -1.7412 0.7163
C 4.2395 -0.4010 -0.6444 -0.7318
Cl 4.8679 -0.7759 -2.1974 0.7206
C 5.0934 -0.1671 0.4278 -0.7096
Cl 6.7922 -0.2148 0.2038 0.7152
C 4.5452 0.0694 1.6881 -0.7025
Cl 5.6038 0.3007 3.0211 0.7038
C 2.2769 4.0070 0.4441 -0.2075
Si 1.6723 3.4577 -1.2408 0.3520
C 1.0706 4.9091 -2.2527 -0.2041
C 3.0501 2.6039 -2.1590 -0.2118
Sb -0.3556 1.8770 -0.8444 0.8715
Si -1.5092 1.2437 -3.0795 0.3408
C -0.9822 -0.4346 -3.6972 -0.2168
C -1.0128 2.5601 -4.3078 -0.2166
C -3.3406 1.2846 -2.7146 -0.2145
Si -2.1134 3.4943 0.2124 0.3454
C -2.5585 4.7197 -1.1366 -0.2144
C -1.3782 4.4505 1.6522 -0.2168
C -3.6525 2.6064 0.7923 -0.2134
H 3.3240 4.3093 0.3572 0.0439
H 2.2267 3.2110 1.1908 0.0178
H 1.7157 4.8668 0.8114 0.0213
H 1.8043 5.7167 -2.1782 0.0456
H 0.1132 5.3011 -1.9156 0.0028
H 0.9766 4.6436 -3.3064 0.0271
H 3.7565 3.3689 -2.4942 0.0503
H 2.7066 2.0581 -3.0385 0.0291
H 3.5936 1.9146 -1.5121 0.0041
H -0.0103 -0.3920 -4.1921 0.0293
H -1.7187 -0.7661 -4.4348 0.0507
H -0.9399 -1.1923 -2.9137 -0.0105
H 0.0615 2.5375 -4.5012 0.0298
H -1.2804 3.5652 -3.9789 0.0193
H -1.5233 2.3720 -5.2566 0.0453
H -3.5751 0.7503 -1.7923 0.0001
H -3.8827 0.8015 -3.5319 0.0451
H -3.7126 2.3067 -2.6262 0.0225
H -1.8415 5.5396 -1.1801 0.0199
H -3.5325 5.1555 -0.8964 0.0465
H -2.6338 4.2780 -2.1303 0.0058
H -0.2971 4.5663 1.5957 0.0034
H -1.6160 3.9516 2.5916 0.0022
H -1.8254 5.4479 1.6753 0.0446
H -4.3928 2.5356 -0.0060 0.0329
H -4.0936 3.1856 1.6085 0.0403
H -3.4623 1.5999 1.1562 -0.0218
S -2.9419 -5.1053 -3.2819 0.6261
C -2.3664 -4.0459 -2.1663 -1.1103
S -3.3521 -2.7553 -1.5181 0.9869
C -1.9944 -2.1539 -0.6183 -1.1016
N -0.9079 -2.8283 -0.7830 -0.0037
N -1.1287 -3.9210 -1.6127 -0.1312
C -0.0621 -4.8666 -1.7160 -0.2214
C 1.2413 -4.3993 -1.8025 -0.0446
C 2.2969 -5.2961 -1.8414 -0.0736
C 2.0557 -6.6620 -1.7953 -0.0795
C 0.7493 -7.1201 -1.7075 -0.0666
C -0.3147 -6.2309 -1.6659 -0.0418
S -2.1684 -0.7698 0.4055 0.4995
H 1.4229 -3.3368 -1.8460 0.0529
H 3.3098 -4.9218 -1.9180 0.1078
H 2.8785 -7.3631 -1.8323 0.1070
H 0.5470 -8.1822 -1.6695 0.1102
H -1.3262 -6.5985 -1.5922 0.0869